Record 1
The following is a quantum chemistry calculation of a 4-piece molecular cluster, C16H44N4O4 overall in a non-equilibrium geometry, from the OMol25 dataset.

Structure (ORCA input):
```
! wB97M-V def2-TZVPD RIJCOSX def2/J DEFGRID3
* xyz 0 1
C 30.6972 -37.4343 -14.7856
C 29.9502 -36.2311 -15.3793
C 30.1864 -36.1029 -16.8868
O 29.7852 -37.2854 -17.5329
C 28.5751 -37.1974 -18.2370
N 28.5429 -36.2246 -15.0094
H 30.9963 -37.3118 -13.7505
H 31.5697 -37.5920 -15.4359
H 30.1287 -38.3452 -14.9868
H 30.3921 -35.3659 -14.8688
H 31.2637 -35.9616 -16.9912
H 29.7051 -35.2218 -17.3157
H 28.1704 -38.1079 -18.6699
H 28.6241 -36.3976 -18.9838
H 27.7795 -36.8615 -17.5539
H 28.4362 -36.4250 -14.0156
H 27.9751 -36.9275 -15.4718
C 33.7714 -39.3420 -8.8050
C 32.7897 -38.3524 -9.4449
C 31.7989 -39.0623 -10.3392
O 32.3632 -40.0006 -11.2292
C 33.2200 -39.5009 -12.2436
N 32.1425 -37.4931 -8.4588
H 34.1971 -40.0266 -9.5408
H 33.1875 -40.0055 -8.1535
H 34.5755 -38.8974 -8.2214
H 33.4065 -37.7832 -10.1537
H 31.2177 -38.3215 -10.9142
H 31.0187 -39.6647 -9.8575
H 34.2132 -39.2652 -11.8662
H 32.7872 -38.5940 -12.6801
H 33.1925 -40.2460 -13.0320
H 32.7295 -37.4892 -7.6254
H 31.3268 -37.9643 -8.0633
C 30.0768 -37.9145 -21.8582
C 31.0567 -36.9725 -22.5354
C 30.9992 -35.5526 -21.9334
O 29.8491 -34.7842 -22.3043
C 28.7856 -34.7675 -21.3596
N 32.4301 -37.3948 -22.3095
H 30.3417 -38.0607 -20.8063
H 30.0606 -38.8672 -22.3891
H 29.0560 -37.5393 -21.7361
H 30.8526 -36.6984 -23.5727
H 31.7546 -34.9365 -22.4294
H 31.1781 -35.5544 -20.8492
H 27.9513 -34.2107 -21.7801
H 29.1593 -34.3397 -20.4256
H 28.4106 -35.7847 -21.2084
H 32.7023 -37.2604 -21.3440
H 32.6037 -38.3640 -22.5392
C 26.8519 -36.5830 -9.8622
C 27.3897 -36.9619 -11.2374
C 26.3921 -37.7552 -12.0626
O 25.2394 -36.9516 -12.1827
C 24.0310 -37.6261 -12.4287
N 27.7896 -35.7471 -11.9730
H 26.4586 -37.4968 -9.3850
H 26.0632 -35.8370 -9.8335
H 27.6335 -36.3046 -9.1505
H 28.2730 -37.5920 -11.0978
H 26.1116 -38.7165 -11.6069
H 26.8185 -38.0556 -13.0303
H 23.6121 -37.9520 -11.4675
H 24.1741 -38.5122 -13.0550
H 23.2968 -36.9782 -12.9025
H 27.0022 -35.1550 -12.1936
H 28.4641 -35.2620 -11.3989
*
```

Computed properties:
Orbital gap   9.354 eV
Relative energy (zero: lowest compared OMol25 entry of this formula, charge and spin)   35.2 kcal/mol
Highest occupied orbital energy   -8.668 eV
E_tot   -31452.6737 eV

Atom charges from the natural (NBO) analysis, given in e for atoms 1 to 2: atom 1 (C): -0.63, atom 2 (C): -0.07

Record 2
The following is a quantum chemistry calculation of a 2-piece molecular cluster, C2H10N2O2 overall, from the OMol25 dataset.

Structure (ORCA input):
```
! wB97M-V def2-TZVPD RIJCOSX def2/J DEFGRID3
* xyz 0 1
N 0.9961 2.7691 -1.4961
C 0.8246 1.3738 -1.2338
O 0.0336 1.1401 -0.0662
H 0.1658 3.1830 -1.8939
H 1.2965 3.2394 -0.6560
H 0.3416 0.9141 -2.0906
H 1.8162 0.9517 -1.0552
H -0.4514 0.2975 -0.1823
N -0.6129 -1.2796 2.1164
C -0.7122 -2.2042 1.0478
O -0.8344 -1.5721 -0.2501
H 0.1448 -0.6121 2.0274
H -1.4854 -0.7914 2.3090
H 0.1715 -2.8380 1.0103
H -1.6148 -2.7820 1.2246
H -0.0795 -1.7891 -0.8114
*
```

Computed properties:
Orbital gap   10.357 eV
Relative energy (zero: lowest compared OMol25 entry of this formula, charge and spin)   13.4 kcal/mol
Highest occupied orbital energy   -9.613 eV
E_tot   -9310.9884 eV

Atom charges from the natural (NBO) analysis, given in e for atoms 1 to 2: atom 1 (N): -0.84, atom 2 (C): 0.09

Record 3
The following is a quantum chemistry calculation of one molecule with the formula C15H21N3O3S in a non-equilibrium geometry, from the OMol25 dataset.

Structure (ORCA input):
```
! wB97M-V def2-TZVPD RIJCOSX def2/J DEFGRID3
* xyz 0 1
O -1.0241 -0.8757 1.8498
O -4.5174 0.0450 -0.9267
N 1.8008 -3.1649 -0.8071
O -0.0262 2.2284 -0.0053
S -0.5420 -2.4823 -1.3826
C -0.6060 -1.4593 0.8950
C -3.3412 0.0250 -0.5002
C 0.8129 -2.4995 -0.3073
C 2.9827 -3.1419 -0.0331
C 3.0762 -2.4173 1.1386
C 0.7091 -1.9773 0.9032
C 1.8805 -1.7716 1.5873
N -1.2649 -1.4886 -0.2953
N -2.5882 1.1390 -0.1518
C 4.1874 -3.7124 -0.6007
C 1.8391 -1.0974 2.9630
C -2.7531 -1.3826 -0.4452
C -0.1362 1.9808 -2.4756
C 0.7270 1.8857 -1.2264
C -0.6327 3.5540 0.0993
C -2.9871 2.5099 -0.2156
C -2.0244 3.2870 0.7209
H 4.0377 -2.0758 1.5244
H -1.7208 0.8431 0.2424
H 4.8813 -3.8592 0.2127
H 4.6745 -2.9185 -1.1128
H 3.9811 -4.5429 -1.2745
H 1.4556 -0.1214 2.9638
H 1.2898 -1.7354 3.7025
H 2.8572 -1.0480 3.3410
H -3.2808 -2.0419 0.3129
H -3.0886 -1.8493 -1.3312
H -0.3226 3.0462 -2.8611
H -1.1502 1.4926 -2.3038
H 0.3752 1.4007 -3.2660
H 1.6109 2.5609 -1.2990
H 1.0260 0.8740 -1.1768
H -0.7399 4.2047 -0.8381
H -0.1785 4.1201 0.7798
H -3.9192 2.6985 0.1660
H -3.0516 2.8355 -1.1990
H -2.4042 4.2286 1.0781
H -1.9053 2.7037 1.5543
*
```

Computed properties:
Orbital gap   8.437 eV
Relative energy (zero: lowest compared OMol25 entry of this formula, charge and spin)   90.4 kcal/mol
Highest occupied orbital energy   -8.342 eV
E_tot   -37341.4755 eV

Atom charges from the natural (NBO) analysis, given in e for atoms 1 to 2: atom 1 (O): -0.61, atom 2 (O): -0.64

Record 4
The following is a quantum chemistry calculation of one molecule with the formula C4H6N2 in a non-equilibrium geometry, from the OMol25 dataset.

Structure (ORCA input):
```
! wB97M-V def2-TZVPD RIJCOSX def2/J DEFGRID3
* xyz 0 1
C -0.6666 -1.3790 0.1156
C -0.3937 0.0374 -0.2918
C 0.0568 1.0799 0.6554
N -1.3976 1.0075 0.0279
N 2.1225 0.0481 -0.0345
C 1.0021 0.5755 -0.3665
H -1.4338 1.7292 -0.6919
H 2.7437 0.0163 -0.8490
H 0.2086 2.1370 0.7961
H 0.2543 -1.9555 0.2401
H -1.2277 -1.4280 1.0551
H -1.2684 -1.8683 -0.6565
*
```

Computed properties:
Orbital gap (spin up / spin down)   7.603 / 7.606 eV
Relative energy (zero: lowest compared OMol25 entry of this formula, charge and spin)   174.0 kcal/mol
Highest occupied orbital energy (spin up / spin down)   -7.864 / -7.865 eV
E_tot   -7218.0440 eV

Atom charges from the natural (NBO) analysis, given in e for atoms 1 to 2: atom 1 (C): -0.64, atom 2 (C): 0.16

Record 5
The following is a quantum chemistry calculation of one molecule with the formula C15H19N3O4S2 in a non-equilibrium geometry, from the OMol25 dataset.

Structure (ORCA input):
```
! wB97M-V def2-TZVPD RIJCOSX def2/J DEFGRID3
* xyz 0 1
C -2.5428 2.6762 -4.9261
H -3.2090 1.8990 -4.5402
O -1.2017 2.2401 -4.9548
C -0.5950 1.9104 -3.7923
C 0.7438 1.5120 -3.8996
C 1.4541 1.1507 -2.7756
C 0.8331 1.1882 -1.5385
C -0.4846 1.5806 -1.4128
C -1.2045 1.9449 -2.5381
H -2.2314 2.2513 -2.4247
H -0.9354 1.6073 -0.4329
S 1.7194 0.6467 -0.0915
O 3.1307 0.7720 -0.2962
O 1.1282 1.2288 1.0750
N 1.4105 -0.9971 0.0134
C 2.0621 -1.9040 -0.9069
C 1.4796 -3.2626 -0.5072
H 1.4550 -3.9506 -1.3493
H 2.0826 -3.7058 0.2834
C 0.0673 -2.9337 0.0167
H -0.0927 -3.3625 1.0050
H -0.7110 -3.3093 -0.6445
C 0.0189 -1.3910 0.0771
C -0.6337 -0.8486 1.3390
O -1.7396 -0.3593 1.3428
N 0.1156 -1.0342 2.4551
C -0.2277 -0.5170 3.6799
N 0.5218 -0.6240 4.6881
C -0.0063 -0.0314 5.8797
H 0.7058 0.7241 6.2242
H -0.0635 -0.8099 6.6470
C -1.3947 0.5951 5.6152
H -2.1752 0.1424 6.2231
H -1.3968 1.6713 5.7748
S -1.7873 0.2830 3.8519
H 1.0774 -1.3307 2.3472
H -0.5495 -0.9989 -0.7818
H 3.1401 -1.8271 -0.7786
H 1.8056 -1.6620 -1.9488
H 2.4907 0.8583 -2.8308
H 1.1966 1.5010 -4.8781
H -2.6551 3.5850 -4.3279
H -2.8017 2.8914 -5.9613
*
```

Computed properties:
Orbital gap   8.783 eV
Relative energy (zero: lowest compared OMol25 entry of this formula, charge and spin)   39.3 kcal/mol
Highest occupied orbital energy   -8.182 eV
E_tot   -50193.9791 eV

Atom charges from the natural (NBO) analysis, given in e for atoms 1 to 2: atom 1 (C): -0.26, atom 2 (H): 0.18

Record 6
The following is a quantum chemistry calculation of C5H13N3S3Zn as an isolated structure in a non-equilibrium geometry, from the OMol25 dataset.

Structure (ORCA input):
```
! wB97M-V def2-TZVPD RIJCOSX def2/J DEFGRID3
* xyz 0 1
Zn 8.3247 4.0246 5.9861
N 8.6878 3.7526 3.9270
C 10.1004 3.5020 3.5861
C 10.9604 3.0579 4.7402
N 10.6770 3.8448 5.9368
C 11.1887 3.1929 7.1921
C 10.4153 3.6646 8.4525
N 8.9923 3.9721 8.1672
H 8.0614 2.9380 3.8833
H 8.1983 4.4345 3.3805
H 10.5145 4.4470 3.2235
H 10.1629 2.7902 2.8025
H 12.0256 3.1475 4.4382
H 10.7553 2.0171 4.9182
H 11.0097 4.7801 5.8767
H 12.2432 3.3833 7.3476
H 10.9760 2.1383 7.0429
H 10.9356 4.5676 8.7951
H 10.5420 2.9162 9.2772
H 8.7730 4.8800 8.5599
H 8.3257 3.3238 8.6072
S 4.0144 2.7021 6.0771
C 5.5835 3.2320 6.1742
S 6.8430 2.0392 6.3140
S 6.1241 4.8357 6.1047
*
```

Computed properties:
Orbital gap   6.141 eV
Relative energy (zero: lowest compared OMol25 entry of this formula, charge and spin)   0.0 kcal/mol
Highest occupied orbital energy   -6.470 eV
E_tot   -90790.8867 eV

Atom charges from the natural (NBO) analysis, given in e for atoms 1 to 2: atom 1 (Zn): 1.43, atom 2 (N): -0.95